Entry 1:
ORCA calculation (wB97M-V/def2-TZVPD) on a cluster of 2 separate species, C8H15N3 in total at a distorted geometry.

Geometry as ORCA input:
```
! wB97M-V def2-TZVPD RIJCOSX def2/J DEFGRID3
* xyz 0 1
H -1.997 1.212 0.135
N -2.003 0.229 0.043
C -0.997 -0.340 0.611
C -0.001 0.460 1.400
C 1.158 -0.396 1.961
C 0.720 1.544 0.639
C -0.798 1.015 2.620
H -0.925 -1.333 0.434
H 0.718 -1.196 2.518
H 1.651 0.228 2.741
H 1.950 -0.809 1.303
H -0.011 2.406 0.499
H 0.927 1.140 -0.294
H 1.698 1.940 0.965
H -1.787 0.675 2.760
H -0.323 0.686 3.550
H -0.829 2.020 2.498
H 2.582 -2.538 -2.900
N 2.139 -1.654 -2.834
C 0.828 -1.714 -2.923
C 0.189 -0.401 -2.956
C -1.069 -0.349 -2.736
N -2.257 -0.448 -2.540
H 0.259 -2.610 -2.710
H 0.727 0.518 -3.271
H -2.549 -0.284 -1.514
*
```

Results
SMILES = [H]/N=C\C(C)(C)C.[H]/N=C/C=C=N
HOMO level = -0.308 Eh

Entry 2:
ORCA calculation (wB97M-V/def2-TZVPD) on the ion C8H15N4 with charge +1 at a distorted geometry.

Geometry as ORCA input:
```
! wB97M-V def2-TZVPD RIJCOSX def2/J DEFGRID3
* xyz 1 1
C 0.863 -1.348 -1.044
C 0.131 3.610 0.906
C -1.060 3.035 0.720
C -1.284 1.640 0.420
C -0.258 -0.468 -0.246
C 2.139 -1.176 -0.205
C 1.330 -1.555 -2.593
C -1.549 -2.061 1.271
N 0.093 -2.463 -0.474
N -0.659 -1.652 0.226
N -2.529 1.133 0.436
N -0.256 0.842 0.145
H 0.204 4.664 1.100
H 1.066 3.074 0.890
H -1.958 3.633 0.781
H 2.773 -2.048 -0.343
H 1.922 -1.093 0.860
H 2.681 -0.292 -0.532
H 0.872 -2.479 -2.927
H 2.405 -1.633 -2.610
H 0.990 -0.728 -3.205
H -1.048 -1.968 2.238
H -2.457 -1.460 1.293
H -1.796 -3.109 1.107
H -3.308 1.760 0.559
H -2.711 0.264 -0.052
H 0.639 1.309 0.012
*
```

Results
HOMO level (alpha / beta) = -0.408 / -0.409 Eh

Entry 3:
ORCA calculation (wB97M-V/def2-TZVPD) on the ion C8H15N4O with charge +1 at a distorted geometry.

Geometry as ORCA input:
```
! wB97M-V def2-TZVPD RIJCOSX def2/J DEFGRID3
* xyz 1 1
C -1.973 2.563 -0.194
C -1.235 1.345 0.317
O -0.451 1.272 1.234
C -1.471 0.163 -0.586
C -0.879 -1.133 -0.158
C -1.358 -1.584 1.202
C -0.971 -2.202 -1.179
N 0.832 -0.725 -0.193
C 1.591 -0.158 0.720
N 2.683 0.221 0.067
C 3.726 1.057 0.593
N 2.533 -0.179 -1.241
N 1.408 -0.689 -1.358
H -1.939 2.479 -1.265
H -1.480 3.444 0.224
H -2.949 2.717 0.177
H -2.576 -0.034 -0.531
H -1.197 0.405 -1.654
H -1.052 -2.589 1.479
H -1.006 -0.931 2.048
H -2.426 -1.531 1.192
H -0.275 -2.183 -2.032
H -0.934 -3.205 -0.881
H -1.906 -2.153 -1.720
H 1.269 -0.147 1.741
H 4.514 0.304 0.976
H 4.223 1.698 -0.207
H 3.298 1.776 1.228
*
```

Results
SMILES = CC(=O)CC(C)(C)[n+]1cn(C)nn1
HOMO level = -0.504 Eh

Entry 4:
ORCA calculation (wB97M-V/def2-TZVPD) on a structure of composition C8H15N4O2 at a distorted geometry.

Geometry as ORCA input:
```
! wB97M-V def2-TZVPD RIJCOSX def2/J DEFGRID3
* xyz 1 3
C -2.004 1.527 -0.115
C -3.228 1.007 -0.293
C -1.789 -2.349 0.261
C -2.018 2.907 0.491
C 0.808 -1.006 1.581
C 1.860 1.234 -0.194
C 1.823 -0.579 -1.946
C 1.574 -1.177 0.337
N -0.868 0.933 -0.470
N -1.360 -3.451 0.069
N -0.408 -0.101 -0.763
N 1.391 -0.073 -0.630
O -4.242 0.496 -0.487
O -1.956 -1.252 0.548
H -2.878 3.097 1.127
H -1.888 3.708 -0.387
H -1.055 2.948 1.134
H -0.237 -0.655 1.441
H 0.784 -1.982 2.143
H 1.427 -0.204 2.224
H 2.332 1.083 0.839
H 2.683 1.640 -0.784
H 1.147 2.065 -0.128
H 2.425 -1.447 -1.803
H 1.058 -0.765 -2.716
H 2.548 0.153 -2.308
H 1.221 -2.139 -0.154
H 2.679 -1.346 0.622
H -1.828 -4.273 0.363
*
```

Results
HOMO level (alpha / beta) = -0.370 / -0.469 Eh

E_tot, respectively: -477.9681 -532.4816 -607.7754 -682.8117 Ha.
Relative energy (zero: lowest compared OMol25 entry of this formula, charge and spin), respectively: 86.2 69.9 17.9 25.1 kcal per mole.